Molecular formula: C23H26MoN4O2S2
Method: DFT, the ωB97M-V functional and the def2-TZVPD basis

Values from the calculation:
energy above the lowest of the compared OMol25 structures with the same formula, charge and spin = 4.4 kcal per mole
⟨S²⟩ = 2.1635
2S+1 = 3
largest force on an atom = 0.012 hartree/bohr
net charge = +2
orbital gap (spin up / spin down) = 5.450 / 6.969 eV

Cartesian coordinates (Å):
C: -0.047 -1.813 -2.068
H: -4.727 3.434 3.920
C: -0.255 0.342 -4.160
C: -0.768 2.854 3.036
H: -4.295 5.090 3.422
Mo: 0.900 -0.090 0.120
C: -1.620 0.014 -1.532
S: 2.187 1.333 -1.144
C: -0.444 -4.098 1.927
C: 0.134 -3.018 1.265
N: -3.075 3.558 2.665
H: 1.242 -6.620 0.420
H: 2.276 -4.727 -0.751
H: -0.187 0.990 -6.194
H: 1.571 -3.230 -2.213
N: 1.707 -2.095 -0.407
C: 0.388 3.199 3.728
H: -0.383 -1.996 -3.088
H: -6.034 4.322 2.100
N: -0.178 -0.338 -1.763
C: 3.189 -2.085 -0.191
C: 1.608 2.684 3.325
H: -2.911 3.535 1.672
H: 2.063 -1.546 -2.421
C: -0.670 1.960 1.991
C: 0.288 1.054 -5.225
C: -0.049 -5.387 1.615
O: -2.177 3.637 4.739
C: 1.390 -2.210 -1.876
H: 3.619 -3.032 -0.512
H: 0.300 3.862 4.579
C: 1.512 -4.542 -0.007
H: -0.500 -6.223 2.131
C: 1.485 1.208 -2.739
H: 3.626 -1.272 -0.764
C: 2.025 1.920 -3.809
H: -1.194 -3.930 2.688
H: -1.545 1.606 1.459
H: -1.136 -0.264 -4.318
H: 2.903 2.534 -3.663
N: 0.512 1.440 1.614
C: 1.104 -3.254 0.305
H: -1.986 -0.576 -0.696
C: -4.376 4.051 3.091
C: 1.421 1.836 -5.052
H: -2.199 -0.201 -2.428
C: -2.078 3.408 3.551
H: -0.703 -2.352 -1.383
S: -0.284 -1.355 1.706
C: 1.631 1.813 2.255
C: 0.353 0.426 -2.920
H: 2.569 1.390 1.908
O: -5.173 3.922 1.939
H: -1.680 1.079 -1.314
C: 0.928 -5.613 0.654
H: 1.831 2.384 -5.888
H: 3.383 -1.958 0.873
H: 2.529 2.940 3.827

Löwdin population analysis, charges in e, atoms 1 to 8:
1 C -0.122
2 H 0.138
3 C -0.005
4 C -0.070
5 H 0.141
6 Mo 1.193
7 C -0.029
8 S 0.762

Molecular formula: H3P5
Method: DFT, the ωB97M-V functional and the def2-TZVPD basis

Values from the calculation:
energy above the lowest of the compared OMol25 structures with the same formula, charge and spin = 0.0 kcal per mole
largest force on an atom = 0.026 hartree/bohr
net charge = 0
orbital gap (spin up / spin down) = 6.807 / 6.806 eV

Cartesian coordinates (Å):
H: 1.954 0.338 0.931
P: 1.167 0.140 -1.602
P: 1.000 1.170 0.377
H: 0.081 -1.495 0.264
P: -0.551 -0.247 0.649
H: -0.617 -0.485 2.048
P: -2.213 0.467 -0.485
P: -0.820 0.112 -2.182

Just the Löwdin charges please, in e? Sure, here they are:
1 H -0.180
2 P 0.040
3 P 0.240
4 H -0.075
5 P -0.007
6 H -0.083
7 P 0.082
8 P -0.016

Molecular formula: H38O19
Method: DFT, the ωB97M-V functional and the def2-TZVPD basis

Values from the calculation:
energy above the lowest of the compared OMol25 structures with the same formula, charge and spin = 68.3 kcal per mole
largest force on an atom = 0.027 hartree/bohr
net charge = 0
orbital gap = 8.284 eV

Cartesian coordinates (Å):
O: -1.281 -0.120 -0.238
H: 4.917 0.145 -0.840
H: 1.969 2.081 3.966
O: -0.181 4.486 -1.538
H: -1.959 -1.993 3.316
H: 0.845 -5.597 0.822
H: -2.772 -3.108 -3.806
O: -2.655 5.557 -1.140
H: -5.163 -1.251 0.411
H: 2.515 -2.433 1.612
H: -2.676 -2.064 4.647
H: 2.617 3.814 -0.303
H: -1.096 -5.112 2.317
H: 2.248 5.087 0.428
H: 1.211 1.938 -3.705
H: -2.729 5.485 -0.188
H: 0.221 -1.268 2.417
O: -0.686 -0.963 2.401
H: -3.838 -0.654 -0.012
H: 3.947 -1.436 0.483
H: -4.595 -0.718 -2.048
H: -0.618 -0.010 2.333
H: 4.737 -2.433 1.305
O: 4.008 0.220 -0.548
O: 2.356 0.732 -3.439
O: -4.632 -1.059 -0.362
O: 1.589 -2.555 1.822
H: 3.491 0.146 -1.351
O: 0.501 2.515 -3.424
O: 2.065 1.395 3.305
H: -0.755 -0.838 0.114
H: 0.078 3.777 -2.127
H: -0.251 2.243 -3.949
H: 0.834 1.987 -1.661
O: 1.578 -5.012 0.631
H: 1.249 1.426 2.806
H: -2.146 -2.897 -2.443
H: -0.024 2.065 1.057
O: 3.964 -2.357 0.745
O: -4.858 -0.697 -2.968
H: -4.529 -1.520 -3.331
O: -2.903 -2.651 -2.975
O: 1.955 4.188 0.279
H: -2.289 -4.423 2.943
H: 2.804 -0.093 -3.252
H: 1.355 -3.383 1.403
H: 1.095 2.523 -0.270
H: 2.357 -5.532 0.826
O: -0.301 1.914 1.961
H: 2.983 1.409 -3.183
O: 0.747 1.762 -0.735
H: -0.780 2.708 2.200
O: -2.449 -2.590 3.880
H: -0.639 0.498 -0.588
H: 0.399 4.395 -0.782
O: -1.992 -4.833 2.131
H: -1.840 5.102 -1.353

Löwdin population analysis, charges in e, atoms 1 to 8:
1 O -0.043
2 H 0.058
3 H 0.026
4 O -0.041
5 H -0.012
6 H 0.049
7 H 0.042
8 O -0.069

Molecular formula: C4H4N2
Method: DFT, the ωB97M-V functional and the def2-TZVPD basis

Values from the calculation:
energy above the lowest of the compared OMol25 structures with the same formula, charge and spin = 89.1 kcal per mole
largest force on an atom = 0.090 hartree/bohr
net charge = 0
orbital gap = 8.614 eV

Cartesian coordinates (Å):
H: 0.704 -2.168 1.238
H: 1.425 -1.582 -0.977
C: -0.673 0.874 0.135
C: 0.168 0.290 -0.898
C: 0.637 -0.973 -0.598
H: 0.205 0.924 -1.768
C: 0.432 -1.267 0.819
N: -0.316 -0.574 1.505
H: -1.464 2.466 0.680
N: -1.118 2.009 -0.136

Löwdin population analysis, charges in e, atoms 1 to 8:
1 H 0.083
2 H 0.087
3 C -0.192
4 C -0.075
5 C -0.042
6 H 0.104
7 C -0.305
8 N 0.140

Molecular formula: C47H47GeN2O9RbS4SeTe
Method: DFT, the ωB97M-V functional and the def2-TZVPD basis

Values from the calculation:
energy above the lowest of the compared OMol25 structures with the same formula, charge and spin = 17.7 kcal per mole
largest force on an atom = 0.025 hartree/bohr
net charge = -2
orbital gap = 6.211 eV

Cartesian coordinates (Å):
H: -0.685 -2.869 3.877
C: 1.338 4.187 4.750
O: 0.975 3.003 1.267
H: -1.120 4.999 6.926
H: -2.977 -0.403 3.054
H: -6.642 -2.237 1.776
C: 4.452 2.711 -2.970
H: -5.789 -3.254 -2.771
C: -3.271 -2.577 -3.444
C: 0.243 -2.101 -6.649
C: 0.727 4.771 5.849
H: -3.526 4.494 0.138
H: 1.810 5.497 -2.670
H: -7.143 -2.538 3.919
O: 2.929 3.457 2.651
C: -1.305 -1.587 -2.540
H: 2.347 -4.178 -1.415
C: -1.330 3.758 5.195
C: -3.447 4.554 -0.945
H: 1.323 3.257 -1.823
H: 6.467 -1.034 0.241
S: -1.886 2.219 3.064
C: -5.444 -1.205 3.978
C: -3.725 -1.655 0.147
C: 5.588 -1.346 -3.007
H: 4.001 5.983 -3.741
C: -3.114 -1.834 -1.161
C: -5.228 -2.821 -1.951
H: 4.244 -1.507 1.680
C: 4.801 -0.063 -0.691
C: -1.919 3.405 -3.534
C: -5.618 -1.916 1.612
C: -0.619 4.555 6.074
H: 3.573 -2.906 -1.394
C: -6.546 -1.838 4.489
C: 4.321 -4.799 1.298
C: -3.578 -0.912 2.311
S: 1.692 2.710 2.511
H: -7.634 -1.889 6.413
C: 6.308 -1.549 -1.836
H: 5.692 4.181 -3.913
C: 2.854 1.054 -1.800
O: 2.539 1.196 -0.423
C: -6.806 -1.498 5.836
C: 4.472 -0.522 -3.018
H: 2.387 4.347 4.556
O: -3.085 2.074 3.881
H: 2.558 -1.095 1.881
H: -1.755 4.423 -3.883
C: 2.649 -3.243 -0.939
H: -3.847 -3.008 -4.258
H: -5.856 -0.174 7.306
H: 3.353 -2.146 3.064
C: -1.975 -2.174 -3.641
Te: -1.789 3.286 -1.402
N: -3.012 -1.071 1.134
C: 2.282 3.452 -2.286
C: -0.731 3.171 4.084
O: -1.233 0.937 2.822
C: -4.893 -1.341 2.625
H: -4.358 4.173 -1.403
C: -3.875 -2.415 -2.190
S: -4.713 -0.187 5.161
H: -2.382 3.565 5.351
H: 7.171 -2.204 -1.828
H: 1.951 1.945 -0.251
H: 5.887 -1.847 -3.920
C: 4.050 0.113 -1.850
C: -1.285 -2.322 -4.922
H: -2.878 3.034 -3.887
H: 1.878 -2.498 -1.131
H: 1.120 -1.720 -7.151
O: -2.079 3.025 1.870
H: -3.266 5.581 -1.253
H: -0.293 -1.216 -2.666
H: 4.437 -4.995 2.366
H: 3.892 -0.388 -3.919
C: 1.170 -4.295 1.628
H: 1.311 5.391 6.520
C: 3.224 2.427 -2.382
O: 0.499 0.980 -2.118
C: 0.637 3.384 3.851
H: -6.816 -2.969 -0.560
H: -0.534 -3.485 -8.167
H: 1.199 -4.576 2.682
O: 1.832 1.281 2.759
H: -0.830 -1.286 3.063
C: -0.267 -2.211 3.116
H: 5.255 -4.384 0.917
H: 4.131 -5.745 0.789
C: 3.280 -1.899 2.003
C: -5.052 -2.080 0.342
H: 4.487 0.446 0.209
H: 5.205 1.940 -3.048
H: 0.910 -5.186 1.056
C: -5.791 -2.664 -0.739
C: 3.783 4.991 -3.364
H: 0.410 -0.995 -4.731
C: 1.575 0.560 -2.586
C: -5.892 -0.610 6.321
N: -1.842 -1.430 -1.356
C: 2.558 4.719 -2.768
C: 5.911 -0.896 -0.679
H: 0.760 -1.959 3.355
Rb: 0.014 0.613 0.498
Se: -0.337 -3.050 1.361
C: -0.598 -3.016 -7.199
O: 1.729 -0.158 -3.592
C: 4.727 3.982 -3.460
Ge: 2.860 -3.506 0.978
C: -0.145 -1.702 -5.341
S: -1.890 -3.400 -6.140
H: -1.123 2.757 -3.895

Löwdin population analysis, charges in e, atoms 1 to 8:
1 H 0.023
2 C -0.074
3 O -0.466
4 H 0.091
5 H 0.068
6 H 0.114
7 C -0.016
8 H 0.106

Molecular formula: C36H66O36
Method: DFT, the ωB97M-V functional and the def2-TZVPD basis

Values from the calculation:
energy above the lowest of the compared OMol25 structures with the same formula, charge and spin = 54.7 kcal per mole
SMILES = COC(=O)OC.COC(=O)OC.COC(=O)OC.COC(=O)OC.COC(=O)OC.COC(=O)OC.COC(=O)OC.COC(=O)OC.COC(=O)OC.O=C1OCCO1.O=C1OCCO1.O=C1OCCO1
largest force on an atom = 0.085 hartree/bohr
net charge = 0
orbital gap = 10.708 eV

Cartesian coordinates (Å):
H: 3.641 -6.417 -1.627
H: 0.630 0.991 -4.842
O: 0.142 -4.698 -2.530
O: 0.382 -1.473 4.422
C: -3.902 2.190 -6.401
O: -1.111 -3.243 1.645
H: 3.712 -0.456 -1.369
H: -7.563 1.966 1.859
C: 0.961 -5.707 -2.653
H: 3.260 3.513 0.287
C: -4.429 -0.325 4.933
C: 3.326 -6.173 -2.641
H: -4.997 0.927 -1.704
C: -0.831 -3.450 -6.832
H: -4.117 2.242 -0.906
O: -3.964 0.312 -4.332
H: 1.111 5.547 3.110
O: 5.790 2.898 3.038
O: 0.064 4.855 1.487
H: -1.640 -5.565 -2.053
H: 1.590 -4.276 1.604
C: -3.458 -4.437 0.743
H: 7.008 6.084 -2.413
C: 5.722 -0.479 -0.501
C: -5.898 0.896 6.415
H: -3.172 -1.666 2.801
C: 0.783 4.597 2.688
H: -6.499 0.013 6.631
H: -1.410 -4.312 -6.501
C: 0.324 -0.706 0.506
H: -1.483 -4.785 -3.751
O: -0.860 4.470 -0.373
O: -5.183 0.733 5.153
H: -0.665 1.435 -5.883
O: 3.540 2.570 2.830
O: 4.868 2.526 1.074
H: 1.976 5.300 -3.230
C: -6.835 1.209 2.151
C: 0.644 1.184 4.260
C: -7.106 -0.227 2.472
H: 2.258 -3.144 7.253
H: 1.601 4.045 -2.182
O: 3.516 4.063 -2.370
H: 0.026 -0.184 1.415
O: 0.225 -0.810 -7.004
C: 5.884 2.873 4.440
H: -0.083 3.281 -1.837
C: -4.072 1.504 -1.707
H: 6.118 6.468 -0.906
C: -5.244 -0.163 1.233
H: 0.472 2.229 4.517
H: 5.664 3.835 4.902
H: 7.407 5.283 -0.921
H: 0.513 -3.012 7.283
H: -2.377 -1.718 4.332
O: -5.747 1.086 1.258
C: -0.380 3.825 0.716
H: -4.049 1.142 -6.665
C: -1.089 -4.234 0.893
H: -1.728 2.818 -1.430
H: -1.744 -3.973 -2.159
O: -6.059 -1.004 2.013
O: 6.430 -1.704 -0.602
C: 4.673 2.588 2.389
O: -0.336 2.616 0.993
H: 1.316 -3.542 5.838
C: 1.196 -4.365 0.591
O: 5.980 -3.873 -0.917
H: -7.997 -0.602 1.968
H: -1.716 -0.641 0.123
C: -3.802 1.482 -4.119
O: -3.683 2.107 -2.889
H: -4.047 -5.301 0.437
O: 1.292 0.006 -0.195
H: -6.365 1.722 2.990
H: -1.781 -0.615 3.023
O: -3.855 2.427 -4.986
H: -1.263 -3.149 -7.787
C: -0.838 -0.980 -0.426
C: 4.446 4.987 -2.573
H: 1.730 4.111 2.455
O: 4.340 5.995 -3.302
O: 5.566 4.735 -1.786
H: 1.239 -3.371 0.145
H: -4.675 2.799 -6.869
H: -7.135 -0.469 3.535
H: 6.067 0.203 -1.278
C: 0.716 0.524 -1.268
H: -3.455 -4.191 1.805
H: 3.095 1.781 0.537
C: -1.041 3.662 -1.485
O: -0.014 -4.984 0.523
H: 4.188 -5.655 -3.061
H: -3.395 0.679 -1.482
H: 6.848 2.452 4.724
O: -4.552 -1.375 5.587
O: 1.212 0.379 5.266
H: -3.008 2.499 -6.942
H: 2.084 3.584 -3.829
H: 5.148 2.176 4.842
C: 1.393 -2.836 6.665
H: 0.248 4.042 3.459
O: 4.421 -2.281 -1.057
H: -0.905 1.495 -4.166
H: 3.050 -7.081 -3.177
H: -1.532 4.143 -2.330
H: -0.379 0.847 4.087
H: -0.947 -2.048 -0.617
O: -0.952 -0.396 -5.009
O: 1.508 -1.382 6.416
H: 3.740 -0.926 0.355
H: 0.804 -1.595 0.914
O: -0.548 -0.017 -1.472
C: 6.572 5.676 -1.501
O: -2.115 -4.765 0.325
O: 1.319 1.247 -2.022
O: 0.677 -6.844 -2.846
C: 2.274 4.275 -3.008
C: 3.793 2.564 0.239
C: -0.450 0.900 -4.958
C: 4.297 -0.932 -0.582
O: 2.205 -5.324 -2.390
O: -0.945 -2.366 -5.841
H: -3.887 -3.595 0.199
H: -6.610 1.722 6.418
H: 1.147 1.163 3.294
H: 0.185 -3.797 -7.019
C: 1.018 -0.913 5.306
C: -2.651 -1.039 3.524
H: 4.148 2.244 -0.741
O: -4.111 -0.372 0.763
C: 5.622 -2.739 -0.952
C: -1.236 -4.778 -2.690
O: -3.538 -0.037 3.980
C: -0.432 -1.173 -6.011
H: 6.022 -0.217 0.514
H: 1.950 -4.969 0.085
H: -5.221 1.135 7.235

Löwdin population analysis, charges in e, atoms 1 to 8:
1 H 0.094
2 H 0.096
3 O 0.011
4 O 0.093
5 C -0.015
6 O 0.101
7 H 0.129
8 H 0.140

Molecular formula: CH3NOS
Method: DFT, the ωB97M-V functional and the def2-TZVPD basis

Values from the calculation:
energy above the lowest of the compared OMol25 structures with the same formula, charge and spin = 96.4 kcal per mole
largest force on an atom = 0.116 hartree/bohr
net charge = 0
orbital gap = 9.754 eV

Cartesian coordinates (Å):
O: 0.653 2.695 -1.050
N: 0.918 0.267 -0.437
C: -0.398 0.447 0.054
H: -0.712 0.022 1.003
H: -1.159 0.422 -0.720
H: 1.667 -0.885 -0.099
S: 0.766 1.851 0.120

Just the Löwdin charges please, in e? Sure, here they are:
1 O -0.512
2 N -0.364
3 C -0.405
4 H 0.068
5 H 0.080
6 H 0.266
7 S 0.867

Molecular formula: C3H9NO
Method: DFT, the ωB97M-V functional and the def2-TZVPD basis

Values from the calculation:
energy above the lowest of the compared OMol25 structures with the same formula, charge and spin = 64.9 kcal per mole
SMILES = C=NO.CC
largest force on an atom = 0.029 hartree/bohr
net charge = 0
orbital gap = 11.195 eV

Cartesian coordinates (Å):
H: 2.394 -1.326 0.645
C: -1.522 0.307 -0.346
H: 2.388 -0.874 -1.050
O: -3.624 -0.006 0.039
N: -2.333 -0.423 0.306
C: 1.644 0.670 0.288
C: 1.819 -0.808 -0.113
H: -4.126 -0.659 0.548
H: 2.629 1.150 0.356
H: 1.176 0.727 1.275
H: 1.057 1.282 -0.388
H: 0.895 -1.362 -0.254
H: -1.921 1.165 -0.888
H: -0.476 0.159 -0.418

Löwdin population analysis, charges in e, atoms 1 to 8:
1 H 0.060
2 C -0.032
3 H 0.068
4 O -0.085
5 N -0.076
6 C -0.183
7 C -0.162
8 H 0.090